(1)
Molecular formula: C11H14N2OP
Method: DFT, ωB97M-V with the def2-TZVPD basis set

Positions of all 29 atoms, in Å:
C  0.936561  2.354312  -0.744669
C  2.073156  1.641801  -0.496495
C  -0.378024  1.869598  -0.506744
C  3.158196  -1.727549  0.594887
C  2.068391  -2.510753  0.340236
C  2.066935  0.269445  -0.261490
C  0.993495  -0.617949  -0.321814
C  3.257186  -0.361521  0.255865
C  -0.718246  0.613314  -0.451899
C  -3.636009  0.068796  -0.606789
C  -2.239130  -0.486878  1.807491
N  0.922959  -1.889721  -0.066060
N  4.414868  0.317517  0.414407
O  -1.679541  -1.893124  -0.583964
P  -1.993293  -0.545927  -0.082034
H  0.906181  3.378377  -1.002622
H  2.967769  2.210870  -0.651609
H  -1.169734  2.627941  -0.643194
H  4.068986  -2.160772  0.825915
H  2.016775  -3.492508  0.643093
H  -4.007234  -0.775935  -1.238370
H  -4.301631  0.347662  0.201129
H  -3.392226  0.882217  -1.345199
H  -2.066608  0.578456  2.028137
H  -3.284431  -0.704277  2.061445
H  -1.597100  -1.106639  2.466454
H  0.112994  -2.411310  -0.240914
H  5.175284  -0.139139  0.938973
H  4.744892  1.144405  0.044027

Force components x, y, z for each atom (eV/Å):
-5.8 1.2 0.1
2.4 -2.4 -0.2
1.4 3.9 -1.5
-0.2 0.7 -1.1
0.3 2.5 0.5
1.8 -0.3 0.8
-4.7 4.3 -0.7
0.2 0.2 -0.6
2.2 -5.8 0.7
1.5 -0.1 -2.1
0.6 0.5 -0.6
2.9 0.5 0.3
0.5 -3.1 2.0
0.5 -0.9 -0.6
-2.3 0.0 2.8
0.7 0.9 -0.3
0.7 -0.3 0.5
0.2 -0.5 0.3
1.4 -1.2 0.9
-0.1 -2.1 0.1
-0.1 0.6 0.7
0.0 0.1 -0.1
-0.8 -0.4 0.8
-0.1 -0.3 0.3
0.2 -0.1 -0.3
-0.1 0.3 -0.8
-2.3 -0.6 -0.3
-0.8 0.1 -0.5
-0.3 2.1 -1.1

E_HOMO (alpha / beta) in Eh: -0.35601 / -0.48536
Multiplicity: 3
Expectation value of S²: 2.0382
Max |F| in eV Å⁻¹: 6.434
Total charge: +1
DFT total energy in Eh: -953.27122

***

(2)
Molecular formula: CHN3O3
Method: DFT, ωB97M-V with the def2-TZVPD basis set

Positions of all 8 atoms, in Å:
C  2.432876  -1.055237  0.142679
N  1.396148  -1.081338  0.545147
N  -0.388828  0.227447  0.862558
N  -0.784089  0.972339  -0.012738
O  -0.749505  2.201017  0.181673
O  -0.978558  0.498165  -1.198284
O  -0.128834  -1.030328  0.653830
H  -0.799209  -0.732068  -1.174865

Force components x, y, z for each atom (eV/Å):
7.5 0.1 -2.8
-10.2 -0.4 2.6
0.5 1.4 7.1
1.8 2.9 -1.3
-1.3 -1.9 -1.0
-0.4 -4.8 -3.0
2.8 -2.5 -2.2
-0.6 5.1 0.5

E_HOMO in Eh: -0.40856
Energy above the lowest of the compared OMol25 structures with the same formula, charge and spin in kcal per mole: 175.64
Max |F| in eV Å⁻¹: 10.503
Total charge: 0
DFT total energy in Eh: -428.28460

***

(3)
Molecular formula: C4H9ClNO
Method: DFT, ωB97M-V with the def2-TZVPD basis set

Positions of all 16 atoms, in Å:
C  -0.200610  -0.999890  -0.940948
N  -0.252096  0.399639  -0.389733
C  1.194116  0.825949  -0.080771
C  -1.134032  0.328560  0.790339
C  -0.805212  1.205791  -1.448183
O  -1.157775  0.559822  -2.642664
Cl  -0.866763  2.818180  -1.163801
H  0.203383  -1.789455  -0.256262
H  -1.162419  -1.424136  -1.234144
H  0.373677  -0.952300  -1.945298
H  1.614912  0.565014  -1.034875
H  1.093271  1.916126  0.178512
H  1.416859  0.211492  0.733952
H  -1.872465  -0.444210  0.736601
H  -0.592281  0.032404  1.731758
H  -1.482464  1.240271  1.064986

Force components x, y, z for each atom (eV/Å):
1.4 -2.1 -2.1
-0.2 -2.5 0.1
-2.6 1.7 -0.9
1.5 -2.0 2.3
-2.6 -4.4 -8.9
2.2 5.1 8.3
-0.4 0.9 -0.1
0.2 1.4 -0.1
-0.2 0.8 0.2
-0.7 -0.3 2.0
1.3 0.4 0.1
0.8 -1.2 -0.3
1.1 -0.8 1.1
-0.7 0.0 -0.8
0.3 0.1 -1.2
-1.5 2.8 0.3

E_HOMO (alpha / beta) in Eh: -0.57651 / -0.57649
Energy above the lowest of the compared OMol25 structures with the same formula, charge and spin in kcal per mole: 75.30
Max |F| in eV Å⁻¹: 10.306
Total charge: +1
DFT total energy in Eh: -747.63249

***

(4)
Molecular formula: C25H58CaN2O2Si3
Method: DFT, ωB97M-V with the def2-TZVPD basis set

Positions of all 91 atoms, in Å:
O  -0.535412  -1.482508  -0.315783
O  -2.318625  -0.565585  -3.931476
C  0.324295  -2.355482  -1.121499
C  0.698654  -3.659532  -0.450171
H  1.219055  -1.761661  -1.331528
H  -0.200901  -2.506283  -2.071309
H  1.139846  -3.512965  0.544541
H  1.455584  -4.148271  -1.069042
H  -0.166508  -4.326909  -0.363413
C  -1.673524  -2.130328  0.331891
C  -2.551150  -2.923799  -0.617856
H  -2.241768  -1.313593  0.808206
H  -1.253352  -2.776912  1.123303
H  -2.843672  -2.352560  -1.508082
H  -3.455818  -3.184855  -0.060026
H  -2.093522  -3.868398  -0.925404
C  -3.401070  0.374209  -4.129456
C  -2.244135  -1.593097  -4.931327
C  -4.587878  0.079224  -3.240385
H  -3.715799  0.381731  -5.190461
H  -2.984654  1.364499  -3.890904
H  -5.036970  -0.886997  -3.487169
H  -5.340908  0.852507  -3.403580
H  -4.279899  0.097976  -2.190276
C  -3.498274  -2.441174  -5.038188
H  -1.375865  -2.209800  -4.655896
H  -2.031992  -1.128402  -5.910363
H  -3.802967  -2.825001  -4.058793
H  -3.302287  -3.292890  -5.694450
H  -4.330334  -1.882979  -5.482016
H  -0.542764  -0.194968  -2.290930
Ca  0.233195  0.195622  1.235401
C  -0.189234  0.850860  -2.375923
Si  0.487601  1.381607  -4.063249
H  -1.063678  1.475074  -2.166434
H  0.571848  1.020846  -1.595669
C  1.329217  -0.048660  -4.929607
C  1.700080  2.795532  -3.807776
C  -0.770075  2.058570  -5.296444
C  2.479400  -0.348125  0.599678
Si  3.708380  0.675751  1.539751
H  2.695839  -0.348225  -0.487510
H  2.514275  -1.400344  0.916464
C  4.400965  2.036011  0.445476
C  5.185714  -0.332839  2.128258
C  2.935522  1.461607  3.063164
H  -0.299909  2.189909  -6.281478
H  -1.140049  3.038296  -4.971018
H  -1.626126  1.391117  -5.433378
H  2.198449  -0.384719  -4.352839
H  1.670632  0.264317  -5.926513
H  0.628607  -0.884569  -5.046872
H  2.298989  2.654755  -2.901714
H  1.162443  3.750078  -3.725111
H  2.386124  2.873621  -4.661964
H  5.453266  -1.116026  1.404931
H  4.984045  -0.815763  3.094118
H  6.057067  0.326123  2.252801
H  2.420837  0.728724  3.703931
H  2.221272  2.261618  2.814286
H  3.732826  1.918636  3.667120
H  5.268748  2.507868  0.930466
H  3.651622  2.815602  0.252991
H  4.731337  1.626732  -0.519767
C  1.198875  -3.351351  3.269258
C  0.600632  -2.201697  4.025329
C  0.479749  -2.299689  5.410925
C  -0.067678  -1.243786  6.134428
C  -0.467414  -0.098377  5.465111
C  -0.263331  -0.014541  4.055192
N  0.221326  -1.105790  3.350944
N  -0.456154  1.086556  3.306817
Si  -0.817008  2.736834  3.791984
C  -2.492891  2.809270  4.581425
C  0.432222  3.342990  5.046751
C  -0.715767  3.761162  2.226007
H  0.475010  -3.817045  2.586463
H  2.096495  -3.046900  2.712453
H  1.504421  -4.119800  3.991552
H  0.843524  -3.204587  5.896412
H  -0.151025  -1.328066  7.219050
H  -0.885535  0.751185  6.004324
H  -2.574644  2.050614  5.371688
H  -2.666082  3.791883  5.040763
H  -3.289531  2.621457  3.853254
H  1.454281  3.406764  4.654252
H  0.141127  4.343886  5.401168
H  0.456916  2.681680  5.926499
H  0.292851  3.767852  1.782161
H  -1.430629  3.430565  1.454819
H  -0.966375  4.804108  2.487264

Force components x, y, z for each atom (eV/Å):
-0.3 -0.6 0.3
-0.6 -0.1 -0.5
-0.4 0.6 0.2
0.0 -0.1 0.1
-0.2 0.0 0.2
0.0 -0.2 0.1
-0.1 0.1 -0.3
-0.1 0.0 0.0
0.3 0.0 0.0
0.9 -0.1 -0.3
-0.3 0.0 0.2
0.2 -0.3 -0.2
-0.4 0.2 -0.1
0.1 0.0 0.2
0.0 0.0 -0.2
0.0 0.2 0.0
0.5 -0.2 -0.1
0.1 0.4 0.1
0.0 0.0 0.0
0.2 0.0 0.3
-0.2 -0.3 -0.1
0.1 0.1 0.2
-0.1 0.0 0.1
-0.1 -0.1 -0.1
-0.1 -0.2 -0.1
-0.3 0.2 0.0
0.0 -0.1 0.2
0.1 0.0 -0.1
0.0 0.0 0.0
0.1 -0.1 0.2
0.3 0.7 -0.3
0.1 -0.3 0.2
-0.2 -0.2 0.1
0.1 0.0 -0.3
0.0 0.1 0.2
-0.1 0.0 -0.2
0.1 0.0 0.1
0.1 0.0 0.0
-0.2 -0.1 0.1
0.4 0.5 -0.3
-0.3 -0.8 -0.6
0.1 0.1 0.3
-0.1 0.0 0.1
0.1 0.3 0.0
0.3 0.0 0.2
0.1 0.2 0.3
0.0 0.0 0.3
0.0 -0.1 -0.1
0.2 0.2 -0.1
-0.1 -0.1 -0.1
0.0 -0.1 0.2
0.2 0.1 0.0
0.0 0.1 -0.1
0.1 -0.2 0.0
-0.1 0.0 0.2
-0.1 0.2 0.1
0.1 0.0 -0.2
-0.1 -0.2 0.1
0.1 0.2 -0.2
0.1 -0.2 0.0
-0.2 0.0 0.0
-0.2 0.0 -0.2
0.2 -0.1 0.0
-0.1 0.1 0.2
0.2 -0.3 0.1
-0.2 0.3 0.5
0.3 -0.5 -0.3
-0.2 0.5 -0.3
0.2 -0.4 0.3
0.1 0.3 -0.3
-0.2 0.1 0.5
-0.4 0.7 -0.1
0.8 -1.7 -0.1
-0.5 0.3 0.2
0.1 0.3 0.3
-0.1 0.4 -0.1
0.2 0.2 0.1
-0.3 0.0 0.0
-0.1 0.1 -0.3
-0.2 0.3 0.0
-0.1 0.1 -0.3
0.1 -0.3 -0.2
0.0 0.2 -0.2
-0.1 -0.2 -0.1
0.1 0.0 0.1
-0.2 0.0 0.0
0.1 -0.2 0.0
0.0 0.2 -0.3
-0.2 0.0 0.2
0.1 0.1 0.2
0.1 -0.3 -0.2

E_HOMO in Eh: -0.25459
Energy above the lowest of the compared OMol25 structures with the same formula, charge and spin in kcal per mole: 0.00
Max |F| in eV Å⁻¹: 1.908
Total charge: 0
DFT total energy in Eh: -2793.57003

***

Q: Look up the max |F| of the third one.
A: 10.306 eV Å⁻¹